1.
DFT (ωB97M-V/def2-TZVPD) results for a molecular structure, C4H3O6Tb.

- F_max: 3.07 eV/Å
- Spin multiplicity: 8
- Relative energy (zero: lowest compared OMol25 entry of this formula, charge and spin): 0.0 kcal per mole
- Kohn-Sham gap (spin up / spin down): 6.54 / 5.15 eV
- Net charge: +1
- Energy: -1429.75639 a.u.
- <S²>: 15.772

Geometry (Å):
O  -1.60903  -1.39429  0.41947
C  -0.52243  -1.29868  -0.25652
O  1.77788  -2.08535  -0.24339
C  2.44098  -0.96458  -0.03038
C  0.49810  -2.21310  0.37419
O  2.00534  -0.07717  0.75916
O  3.55250  -0.81564  -0.61211
H  0.57782  -2.06232  1.46175
H  0.18302  -3.25237  0.18973
Tb  4.06940  1.31162  0.30231
O  -4.10939  -1.05977  0.82165
C  -3.25096  -0.85239  -0.15585
O  -3.41623  -0.22966  -1.16049
H  -4.94897  -0.61042  0.63807

List of Löwdin charges in e, atom by atom:
1 O -0.036
2 C -0.028
3 O 0.048
4 C -0.811
5 C -0.159
6 O -0.157
7 O -0.191
8 H 0.141
9 H 0.151
10 Tb 1.845
11 O 0.167
12 C -0.307
13 O 0.179
14 H 0.159

2.
DFT (ωB97M-V/def2-TZVPD) results for a single C4H3OP molecule.

- F_max: 5.28 eV/Å
- Spin multiplicity: 3
- Relative energy (zero: lowest compared OMol25 entry of this formula, charge and spin): 4.9 kcal per mole
- Kohn-Sham gap (spin up / spin down): 8.73 / 6.98 eV
- Net charge: 0
- Energy: -570.58299 a.u.
- <S²>: 2.038

Geometry (Å):
C  -0.93101  2.62633  0.07926
C  -1.45831  1.53432  0.05837
C  0.88662  -1.97325  -0.13192
C  0.34785  -0.74682  0.15977
O  2.13494  -1.90285  -0.29122
P  -1.78454  -0.21512  -0.14886
H  -0.47905  3.52145  0.42940
H  0.38103  -2.99411  -0.36796
H  0.90248  0.15005  0.21316

List of natural (NBO) charges in e, atom by atom:
1 C -0.155
2 C -0.456
3 C 0.144
4 C -0.228
5 O -0.456
6 P 0.544
7 H 0.240
8 H 0.166
9 H 0.201

3.
DFT (ωB97M-V/def2-TZVPD) results for a molecular structure, C4H3OTb.

- F_max: 3.61 eV/Å
- Spin multiplicity: 7
- Relative energy (zero: lowest compared OMol25 entry of this formula, charge and spin): 62.0 kcal per mole
- Kohn-Sham gap (spin up / spin down): 6.79 / 7.98 eV
- Net charge: +2
- Energy: -1053.02267 a.u.
- <S²>: 13.039

Geometry (Å):
C  -1.27149  1.37236  -0.21515
C  -0.82224  0.40329  -1.00181
H  -1.18370  1.12427  0.86181
H  -0.72165  0.43033  -2.09501
C  -0.22137  -1.08428  -0.48828
C  0.49443  -0.97892  0.57157
O  1.24253  -0.53017  1.41259
Tb  2.66424  1.19335  2.12819
H  -0.18075  -1.93023  -1.17390

List of Löwdin charges in e, atom by atom:
1 C 0.175
2 C -0.103
3 H 0.057
4 H 0.110
5 C 0.047
6 C -0.163
7 O -0.224
8 Tb 1.955
9 H 0.145

4.
DFT (ωB97M-V/def2-TZVPD) results for 2 unconnected molecules or ions with the total composition C4H3S2.

- F_max: 3.42 eV/Å
- Spin multiplicity: 1
- Relative energy (zero: lowest compared OMol25 entry of this formula, charge and spin): 107.7 kcal per mole
- Kohn-Sham gap (spin up / spin down): 4.71 / 6.29 eV
- Net charge: -1
- Energy: -950.43097 a.u.

Geometry (Å):
C  0.26677  -0.27880  0.01442
C  0.77238  -0.60623  -1.18448
C  1.60587  0.04687  -0.20448
C  -0.83816  -0.23004  0.93100
S  0.47140  -1.32288  -2.59694
S  1.36026  3.12737  -0.61175
H  -1.82697  -0.66852  0.59094
H  -1.10184  0.77352  1.30462
H  -0.70970  -0.84130  1.75667

List of natural (NBO) charges in e, atom by atom:
1 C -0.083
2 C -0.205
3 C 0.003
4 C -0.657
5 S -0.254
6 S -0.481
7 H 0.211
8 H 0.239
9 H 0.226

5.
DFT (ωB97M-V/def2-TZVPD) results for a single C4H4 molecule.

- F_max: 3.89 eV/Å
- Spin multiplicity: 1
- Relative energy (zero: lowest compared OMol25 entry of this formula, charge and spin): 48.9 kcal per mole
- SMILES: C=C=C=C
- Kohn-Sham gap: 8.74 eV
- Net charge: 0
- Energy: -154.64259 a.u.

Geometry (Å):
C  -1.66428  -0.15493  0.00506
C  -0.63971  0.68343  0.15257
C  0.59749  0.67818  -0.02168
C  1.65345  -0.12345  0.11352
H  -2.16015  -0.35081  -0.96746
H  -2.41761  -0.19931  0.76239
H  2.12879  -0.54695  -0.82745
H  2.50202  0.01384  0.78304

List of natural (NBO) charges in e, atom by atom:
1 C -0.381
2 C -0.044
3 C -0.006
4 C -0.381
5 H 0.207
6 H 0.192
7 H 0.199
8 H 0.215

6.
DFT (ωB97M-V/def2-TZVPD) results for a single C4H4 molecule.

- F_max: 4.13 eV/Å
- Spin multiplicity: 1
- Relative energy (zero: lowest compared OMol25 entry of this formula, charge and spin): 63.3 kcal per mole
- Kohn-Sham gap: 9.86 eV
- Net charge: 0
- Energy: -154.61961 a.u.

Geometry (Å):
C  0.11021  -0.39252  -0.80290
C  0.45998  -0.86485  -1.95288
C  0.61136  0.49731  0.34021
C  -0.73953  -0.11586  0.40616
H  1.32331  -0.01577  0.98973
H  0.66716  1.47738  0.06461
H  -1.47805  0.43800  0.03582
H  -0.95444  -1.02369  0.91926

List of natural (NBO) charges in e, atom by atom:
1 C -0.443
2 C 0.187
3 C -0.323
4 C -0.354
5 H 0.237
6 H 0.231
7 H 0.226
8 H 0.240

7.
DFT (ωB97M-V/def2-TZVPD) results for a single C4H4 molecule.

- F_max: 4.67 eV/Å
- Spin multiplicity: 1
- Relative energy (zero: lowest compared OMol25 entry of this formula, charge and spin): 30.2 kcal per mole
- SMILES: C=C=C=C
- Kohn-Sham gap: 8.82 eV
- Net charge: 0
- Energy: -154.67234 a.u.

Geometry (Å):
C  1.32472  -1.21129  0.77218
C  0.35850  -0.35468  0.40011
C  -0.62245  0.22071  -0.12042
C  -1.37983  1.23600  -0.62448
H  1.98462  -1.28945  -0.11572
H  1.69809  -1.95816  1.44321
H  -1.09935  1.64608  -1.63066
H  -2.26429  1.71079  -0.12422

List of natural (NBO) charges in e, atom by atom:
1 C -0.439
2 C 0.001
3 C -0.054
4 C -0.388
5 H 0.206
6 H 0.242
7 H 0.213
8 H 0.219